<A>
{
  "formula": "C3H4INS",
  "method": "ωB97M-V/def2-TZVPD",
  "gap_ev": 9.73,
  "elements": ["I", "S", "N", "C", "C", "C", "H", "H", "H", "H"],
  "xyz": [[-3.50326, -0.16857, 0.01018], [-0.74401, 1.62827, -0.08388], [-0.77422, -1.03674, 0.07884], [0.83876, 0.76123, 0.17629], [0.62915, -0.75349, -0.20299], [-1.46948, 0.01576, 0.05540], [1.16355, 0.97737, 1.16036], [1.18611, -1.29484, 0.43907], [1.73900, 1.00213, -0.48161], [0.93440, -1.13110, -1.15166]]
}

---

<B>
{
  "formula": "C3H4INS",
  "method": "ωB97M-V/def2-TZVPD",
  "gap_ev": 8.08,
  "elements": ["I", "S", "N", "C", "C", "C", "H", "H", "H", "H"],
  "xyz": [[2.94711, 0.25629, -0.61329], [-0.26952, 1.40699, 0.82554], [-0.78953, -0.66976, -0.77049], [-1.35214, 0.61769, -0.40317], [0.94486, 0.00657, 0.74889], [0.23330, -0.99882, -0.05836], [-1.75164, 1.21367, -1.21118], [-2.29751, 0.43532, 0.00804], [1.48590, -0.27646, 1.68417], [0.84916, -1.99150, -0.21015]]
}

---

<A> ends up most stable, edging out the next structure by 0.0151 hartree.

---

<A>
{
  "formula": "C30H50BrFeN3P2S",
  "method": "ωB97M-V/def2-TZVPD",
  "gap_ev": [4.20, 3.98],
  "total_charge": 2,
  "spin_multiplicity": 5,
  "elements": ["Br", "Fe", "S", "P", "P", "N", "N", "N", "C", "C", "C", "C", "C", "C", "C", "C", "C", "C", "C", "C", "C", "C", "C", "C", "C", "C", "C", "C", "C", "C", "C", "C", "C", "C", "C", "C", "C", "C", "H", "H", "H", "H", "H", "H", "H", "H", "H", "H", "H", "H", "H", "H", "H", "H", "H", "H", "H", "H", "H", "H", "H", "H", "H", "H", "H", "H", "H", "H", "H", "H", "H", "H", "H", "H", "H", "H", "H", "H", "H", "H", "H", "H", "H", "H", "H", "H", "H", "H"],
  "xyz": [[-0.64465, -1.92646, 3.44231], [0.34181, -1.14199, 1.04830], [1.00274, -2.66994, 2.32666], [-1.24602, 4.83452, 1.57115], [-1.82915, -1.25279, 0.27173], [1.84981, -4.93850, 2.95759], [1.31613, -3.49804, 4.88098], [4.28612, 2.66004, -9.33238], [0.74560, -4.44614, 5.84492], [1.02653, -0.51810, -0.69324], [2.55783, -5.89518, 3.82206], [1.84576, -2.25029, 5.44821], [-0.23399, 5.97053, -0.84930], [-3.95926, 3.88837, 1.55313], [3.34205, 1.73891, -6.82908], [2.45713, 0.87553, -4.48254], [-2.95007, -0.02454, -2.13355], [-2.39012, 0.20931, -0.72222], [0.52117, 4.49873, 3.81332], [1.29509, -3.78743, 3.49730], [1.49019, 0.80217, -0.84824], [1.95994, 1.26645, -2.09114], [-2.95458, -1.37411, 1.74652], [-0.24643, 3.73627, 2.71867], [2.97171, 3.00506, -7.33043], [1.91306, -5.18831, 1.50430], [2.86213, 1.27077, -5.55667], [-3.50643, -3.33510, -0.91622], [3.46984, 3.41140, -8.57854], [-2.55888, 3.62826, 0.97293], [1.51727, -0.91754, -3.06249], [4.20096, 0.94948, -7.62315], [4.63883, 1.45640, -8.85705], [1.97997, 0.40964, -3.21716], [1.04813, -1.36914, -1.81412], [-2.08897, -2.75556, -0.78505], [-4.45898, -1.14511, 1.57535], [-0.09038, 4.76392, 0.09230], [0.69748, -2.40247, -1.73152], [2.24410, -1.59666, 4.65221], [-2.23076, -0.56516, -2.76715], [1.52766, -1.59183, -3.92281], [-1.41984, -3.51071, -0.33764], [-4.99320, -1.49622, 2.47470], [-3.89289, -0.59356, -2.12586], [-3.87007, -3.70813, 0.05213], [-0.39863, 6.89805, -0.28002], [5.30474, 0.85735, -9.48485], [-1.50504, 0.86802, -0.77666], [-1.08174, 5.84580, -1.54008], [-3.11215, 0.74699, -0.08559], [-4.69226, -0.07566, 1.45327], [0.67400, 6.09945, -1.46065], [2.46304, -4.36905, 1.00556], [-3.15075, 0.94574, -2.61820], [-3.49216, -4.19104, -1.61234], [1.48367, 4.87516, 3.43287], [1.85284, -6.41918, 4.48916], [-4.05948, 3.49031, 2.57413], [-2.22696, 2.59513, 1.18141], [1.48927, 1.49167, 0.00019], [2.67578, -2.48471, 6.14638], [-2.59367, 3.73657, -0.12492], [0.24636, -5.28134, 5.32131], [1.53768, -4.83066, 6.51991], [-4.87011, -1.68696, 0.71176], [0.46602, 3.20108, 2.06957], [3.19264, 4.38968, -8.98159], [-4.23294, -2.60397, -1.30239], [0.88688, -5.25153, 1.09847], [-1.66722, -2.49817, -1.77280], [2.31345, 2.29604, -2.19621], [-0.03616, -3.94978, 6.44803], [-2.72852, -2.36477, 2.18534], [3.32178, -5.35995, 4.41380], [-0.05445, 5.35814, 4.18619], [-0.25028, 3.81731, -0.45500], [2.30961, 3.65830, -6.75862], [-4.17167, 4.96773, 1.59514], [4.52010, -0.03845, -7.28524], [0.72912, 3.84051, 4.67217], [3.07503, -6.68567, 3.24879], [1.05516, -1.71031, 6.00116], [-2.54153, -0.63968, 2.46357], [2.43661, -6.13144, 1.25395], [0.93282, 4.72856, 0.50445], [-0.91009, 2.97703, 3.16831], [-4.73517, 3.41099, 0.93104]]
}

---

<B>
{
  "formula": "C30H50BrFeN3P2S",
  "method": "ωB97M-V/def2-TZVPD",
  "gap_ev": [5.36, 3.17],
  "total_charge": 2,
  "spin_multiplicity": 5,
  "elements": ["Br", "Fe", "S", "P", "P", "N", "N", "N", "C", "C", "C", "C", "C", "C", "C", "C", "C", "C", "C", "C", "C", "C", "C", "C", "C", "C", "C", "C", "C", "C", "C", "C", "C", "C", "C", "C", "C", "C", "H", "H", "H", "H", "H", "H", "H", "H", "H", "H", "H", "H", "H", "H", "H", "H", "H", "H", "H", "H", "H", "H", "H", "H", "H", "H", "H", "H", "H", "H", "H", "H", "H", "H", "H", "H", "H", "H", "H", "H", "H", "H", "H", "H", "H", "H", "H", "H", "H", "H"],
  "xyz": [[3.36392, -0.11441, 1.26427], [1.70234, -0.86992, -0.25828], [3.35221, -1.10273, -2.04386], [-0.09774, 4.37191, 2.72809], [0.19172, -1.69140, 1.55452], [-8.63141, 1.83078, -5.77724], [5.77199, -1.77928, -1.08760], [4.58232, -3.49781, -2.11703], [-2.23535, -1.01472, -2.39008], [-0.36533, 2.74811, 5.01453], [6.68141, -2.67744, -0.37045], [-3.91833, 0.63317, -3.22709], [-6.58509, 0.58024, -5.68110], [-1.24210, 4.38919, 1.27499], [-1.23854, -0.67612, 2.12803], [3.33125, -3.99598, -2.66302], [-1.03524, -1.31670, -1.70925], [-6.22525, 1.21196, -4.47096], [0.76294, -2.18538, 4.41481], [-2.59992, -1.37928, 2.16895], [-2.47466, 5.26834, 1.51963], [1.47093, 3.88421, 1.87822], [-7.12152, 2.16617, -3.94211], [6.06178, -0.36174, -0.90408], [-0.65215, 1.00470, -1.30282], [2.39179, 5.09578, 1.68940], [-0.25728, -0.31994, -1.11739], [5.77764, -3.96320, -2.83964], [-1.84633, 1.32480, -1.99197], [-0.61257, -4.36792, 2.18324], [-4.97403, 0.89496, -3.79601], [-2.68108, 0.31872, -2.53551], [-0.38306, -3.36286, 1.04795], [4.64863, -2.19160, -1.70266], [-7.80107, 0.92474, -6.29660], [-0.58768, 2.76187, 3.49884], [1.30360, -1.93661, 3.00395], [-8.31356, 2.44136, -4.63430], [-0.98752, -0.23910, 3.11084], [-1.28840, -3.24307, 0.43120], [1.61471, -2.43570, 5.07121], [-0.65386, 4.77193, 0.42640], [3.42653, 4.76099, 1.54654], [6.43449, -4.52859, -2.17808], [6.27425, -3.67905, -0.28418], [0.40328, -3.73842, 0.36922], [7.61325, -2.70114, -0.93799], [-1.27279, 0.16457, 1.41281], [6.90066, -2.27643, 0.62744], [0.30513, -1.27612, 4.83828], [2.01479, -2.72193, 2.70978], [-2.88130, -1.76052, 1.17561], [2.78190, -3.18885, -3.15627], [6.23415, -0.11041, 0.16533], [-2.20998, 6.19605, 2.04647], [1.95134, 3.12095, 2.50970], [2.36473, 5.75921, 2.56495], [-0.73520, -2.36739, -1.67827], [-1.65359, 2.61597, 3.26022], [-0.04693, 1.83924, -0.94051], [-0.95351, 1.94006, 5.46994], [-2.14074, 2.37236, -2.12955], [-0.00173, 1.97266, 3.00193], [-9.02212, 3.17915, -4.24134], [-8.09894, 0.44629, -7.23637], [-2.83565, -1.81761, -2.83288], [0.33101, -4.63598, 2.68030], [-5.93594, -0.16529, -6.14330], [-0.68028, 3.69386, 5.47830], [-3.37450, -0.66006, 2.47257], [2.11418, 5.68333, 0.80428], [5.45161, -4.60560, -3.66959], [6.34321, -3.11597, -3.23666], [0.04916, -3.02190, 4.47273], [-1.53174, 3.34825, 1.06216], [2.69237, -4.37314, -1.86099], [3.53358, -4.79426, -3.37490], [5.23048, 0.24453, -1.32242], [-3.23885, 4.74264, 2.10837], [0.68951, 2.57289, 5.26790], [-2.63491, -2.20511, 2.89708], [-6.90194, 2.69141, -3.01112], [-1.02753, -5.29905, 1.77156], [-2.93194, 5.54489, 0.56038], [6.98623, -0.14531, -1.47623], [1.91048, -1.01751, 3.03952], [1.20668, 3.42669, 0.91212], [-1.33303, -4.01036, 2.93512]]
}

---

<B> ends up most stable, edging out the next structure by 0.1299 hartree.

---

<A>
{
  "formula": "C8H17ClO3S",
  "method": "ωB97M-V/def2-TZVPD",
  "gap_ev": 10.26,
  "elements": ["Cl", "S", "O", "O", "O", "C", "C", "C", "C", "C", "C", "C", "C", "H", "H", "H", "H", "H", "H", "H", "H", "H", "H", "H", "H", "H", "H", "H", "H", "H"],
  "xyz": [[-1.80834, -1.64303, 0.88464], [-1.07443, 0.48413, 2.28776], [-2.37654, 0.16995, 2.90046], [0.08246, -0.22974, 2.73766], [1.18212, 0.85744, 0.73504], [1.33991, -1.87574, -0.17217], [-1.26211, -0.00260, 0.52552], [2.31469, -0.13661, -1.63360], [-2.39332, 0.66133, -0.24517], [-0.87821, 2.31252, 2.58020], [0.24442, -1.24174, -2.30154], [0.92967, -0.72866, -1.10714], [0.31259, 0.41554, -0.23242], [0.71810, -2.21938, -2.83427], [-2.26113, 1.71466, -0.60274], [-2.40850, 0.18337, -1.29740], [0.49064, -2.15943, 0.52775], [-0.81213, -1.61392, -2.21847], [1.82949, -2.60432, -0.91661], [2.15168, -1.42991, 0.45210], [-1.81793, 2.64807, 2.01637], [-3.37062, 0.46504, 0.33919], [-0.67174, 2.43213, 3.64948], [2.83563, -0.91329, -2.07833], [2.13237, 0.55946, -2.48447], [-0.01583, 2.66098, 2.09916], [2.92560, 0.45018, -0.89729], [1.61130, 0.13588, 1.32597], [-0.02242, 1.19517, -0.87975], [0.07258, -0.54749, -3.15993]]
}

---

<B>
{
  "formula": "C8H17ClO3S",
  "method": "ωB97M-V/def2-TZVPD",
  "gap_ev": 8.55,
  "elements": ["Cl", "S", "O", "O", "O", "C", "C", "C", "C", "C", "C", "C", "C", "H", "H", "H", "H", "H", "H", "H", "H", "H", "H", "H", "H", "H", "H", "H", "H", "H"],
  "xyz": [[-1.64964, 2.00018, 1.46020], [-2.19499, -0.57850, 0.53524], [-2.30866, -0.02549, -0.78170], [1.01343, -1.51875, -0.18855], [-1.53209, -2.03211, 0.47275], [1.84176, 0.49471, -1.23766], [-1.06696, 0.31309, 1.52407], [1.74047, 1.86428, -0.56106], [-3.85316, -1.21025, 1.03250], [-1.10843, -0.21420, 2.93683], [1.73414, -0.55248, -0.17084], [3.23316, 0.31911, -1.87227], [0.74791, 0.31305, -2.28519], [2.54230, 1.99694, 0.16341], [-0.23507, 0.43374, -1.83581], [-4.26479, -1.69310, 0.15914], [-0.93832, -1.28761, 2.90307], [3.35953, 1.04074, -2.67351], [0.78858, 1.96066, -0.04787], [0.86053, 1.04566, -3.08012], [-0.30150, 0.25017, 3.50012], [4.01980, 0.47593, -1.13747], [-3.70243, -1.91218, 1.84045], [2.41929, -0.39048, 0.68454], [3.33845, -0.68078, -2.28610], [-4.45804, -0.36753, 1.33905], [0.80376, -0.68307, -2.71814], [-2.04331, -0.01329, 3.46462], [-0.60297, -1.99784, 0.16784], [1.81724, 2.64942, -1.30756]]
}

---

<B> ends up most stable, edging out the next structure by 0.0252 hartree.

---

<A>
{
  "formula": "C8H6N2OS",
  "method": "ωB97M-V/def2-TZVPD",
  "gap_ev": 9.09,
  "elements": ["S", "O", "N", "N", "C", "C", "C", "C", "C", "C", "C", "C", "H", "H", "H", "H", "H", "H"],
  "xyz": [[-0.23855, 0.86112, 1.93384], [0.48993, -2.47269, 0.17824], [0.10692, -0.17829, 0.64507], [-1.14880, 0.19265, -1.30557], [0.00578, 0.27683, -0.70375], [1.13973, 0.85301, -1.34104], [1.07409, 1.38539, -2.55625], [-1.27746, 0.66323, -2.52854], [0.11278, -1.64333, 2.42872], [-0.20659, 1.23800, -3.20325], [-0.11841, -0.46486, 3.02751], [0.28851, -1.55634, 0.86510], [1.80165, 1.76358, -3.12654], [-2.54797, 0.39660, -2.84476], [2.27015, 0.57743, -0.71584], [-0.30643, 1.52819, -4.20625], [-0.29405, -0.48082, 4.28046], [0.15649, -2.39337, 2.93806]]
}

---

<B>
{
  "formula": "C8H6N2OS",
  "method": "ωB97M-V/def2-TZVPD",
  "gap_ev": 9.10,
  "elements": ["S", "O", "N", "N", "C", "C", "C", "C", "C", "C", "C", "C", "H", "H", "H", "H", "H", "H"],
  "xyz": [[1.28511, 1.24696, -0.96601], [0.75388, -1.76231, -3.28365], [-0.86446, 1.23278, 2.91965], [0.02697, -1.06035, -1.20493], [-1.67292, 0.24321, 3.30722], [0.19559, -0.05265, -0.42962], [-1.93165, -0.88754, 2.53114], [0.76148, -0.95078, -2.41877], [1.57853, 0.34153, -2.48885], [-0.46481, 0.04221, 0.87664], [-0.28929, 1.11846, 1.73778], [-1.31022, -0.99519, 1.28968], [2.64789, 0.07372, -2.59657], [0.39081, 1.95672, 1.43892], [-1.46199, -1.83096, 0.61900], [1.25917, 0.88766, -3.33499], [-2.61229, -1.65729, 2.89938], [-2.15412, 0.35467, 4.26519]]
}

---

<B> ends up most stable, edging out the next structure by 0.1561 hartree.